Entry 1:
100
Properties=species:S:1:pos:R:3:forces:R:3 method="wB97M-V/def2-TZVPD" total_energy_ev=-126761.5093 gap_ev="5.18 / 1.11" fmax_ev_per_a=5.3 spin_multiplicity=7 molar_mass_g_mol=961.9 total_charge=+1
Fe 0.714 -0.039 -0.323 -0.060 -0.206 1.802
O -1.011 1.373 3.384 2.605 -0.167 1.003
C 0.133 1.272 3.886 -3.558 0.344 -3.087
O 0.453 1.409 5.096 0.244 0.281 1.083
B 1.889 1.106 5.259 1.268 -0.060 2.985
O 2.361 0.715 3.907 -0.400 0.549 -1.072
C 1.384 0.903 3.063 -0.206 -1.740 -1.830
O 1.378 0.641 1.833 0.553 1.057 2.616
O 2.017 0.027 6.287 0.002 -0.032 -0.727
C 2.692 0.452 7.351 1.033 -0.456 2.450
O 3.011 -0.158 8.368 -1.087 1.179 -2.780
C 3.056 1.944 7.083 1.486 0.918 1.317
O 2.639 2.243 5.867 -1.036 -0.430 -1.766
O 3.678 2.712 7.788 -1.088 -1.403 -0.800
O 2.175 -1.384 0.391 2.063 -1.367 0.001
C 2.912 -2.201 1.007 -0.462 0.627 0.628
O 4.059 -2.739 0.676 -2.298 1.821 -0.843
B 4.420 -3.747 1.679 2.443 -2.028 1.765
O 3.508 -3.553 2.865 -0.574 1.321 -1.844
C 2.578 -2.684 2.478 -1.884 0.655 2.334
O 1.631 -2.254 3.158 2.502 -1.149 -2.258
O 4.261 -5.097 1.135 -0.610 -0.179 -0.285
C 5.414 -5.746 1.034 0.539 -3.767 -2.388
O 5.591 -6.885 0.525 -0.850 4.392 2.107
C 6.502 -4.814 1.556 1.096 0.432 1.351
O 5.883 -3.687 2.044 -0.843 -0.528 -1.041
O 7.677 -5.061 1.633 -1.454 0.528 -0.274
O -2.994 -0.554 -3.810 -2.991 1.275 2.455
C -3.731 -0.204 -2.870 2.344 -0.881 -2.746
O -5.025 0.169 -2.851 0.580 -0.493 -0.154
B -5.413 0.491 -1.482 1.677 -0.690 -0.116
O -4.170 0.224 -0.679 -2.384 0.730 0.917
C -3.195 -0.125 -1.451 2.166 -1.017 0.407
O -2.070 -0.402 -1.072 -1.798 0.334 -0.997
O -6.631 -0.290 -0.989 -1.036 2.185 0.170
C -7.637 0.559 -0.746 -1.056 -4.975 0.451
O -8.757 0.231 -0.370 2.647 1.469 -0.906
C -7.105 2.003 -1.041 1.163 4.133 0.478
O -5.802 1.905 -1.368 -3.031 -0.049 0.586
O -7.786 2.973 -0.821 1.417 -2.103 -0.776
C -1.657 -2.562 4.452 -0.311 0.742 1.788
C -2.773 -1.828 3.717 1.318 -0.772 0.375
C -2.614 -2.137 2.227 -1.252 0.068 -0.067
C -1.429 -1.636 1.575 1.349 1.088 -0.190
N -0.491 -1.192 1.072 -1.079 -0.237 -0.060
H -0.713 -2.020 4.411 0.274 -0.500 -0.712
H -1.608 -3.640 4.295 0.258 0.164 -0.477
H -1.867 -2.460 5.517 -0.158 -0.162 0.236
H -2.683 -0.769 3.962 -0.128 0.095 -0.391
H -3.732 -2.185 4.092 -0.124 0.007 -0.425
H -3.494 -1.725 1.733 0.130 0.084 -0.588
H -2.618 -3.211 2.042 -0.101 -0.141 0.183
C 4.552 2.923 -3.183 0.770 -1.500 -1.646
C 4.539 3.747 -1.992 -1.304 1.996 0.415
C 4.338 3.019 -0.694 0.242 -0.147 0.453
C 3.142 2.136 -0.667 -0.360 -0.523 0.505
N 2.204 1.468 -0.551 1.412 0.579 -0.420
H 4.470 3.538 -4.080 -0.029 -0.130 -0.046
H 3.776 2.157 -3.195 -0.205 0.028 -0.082
H 5.508 2.401 -3.231 0.021 -0.251 -0.287
H 3.695 4.430 -2.093 -0.026 0.389 0.109
H 5.432 4.372 -1.980 0.004 -0.063 0.464
H 4.228 3.751 0.106 -0.168 -0.157 0.207
H 5.266 2.484 -0.491 -0.345 -0.663 0.324
C -0.978 -2.928 -4.762 -0.268 -0.902 0.677
C -1.466 -3.743 -3.534 -1.038 0.595 -0.492
C -0.460 -3.999 -2.391 -0.544 0.898 -1.057
C 0.022 -2.721 -1.890 0.224 -1.113 -0.464
N 0.423 -1.728 -1.515 0.151 0.996 0.416
H -1.776 -2.875 -5.503 -0.025 -0.289 0.027
H -0.151 -3.501 -5.180 0.288 0.595 -0.298
H -0.778 -1.881 -4.533 0.512 -0.169 0.204
H -1.802 -4.726 -3.865 0.080 -0.029 -0.065
H -2.362 -3.244 -3.165 -0.011 -0.015 0.314
H 0.341 -4.546 -2.888 0.360 -0.179 0.793
H -0.951 -4.498 -1.555 0.318 -0.383 -0.129
C -4.001 2.428 1.920 0.076 0.145 -0.325
C -3.504 3.624 1.074 -0.989 -0.736 0.120
C -1.990 3.680 1.020 -0.289 0.862 0.390
C -1.297 2.485 0.574 2.666 -4.316 -1.653
N -0.698 1.536 0.174 -2.325 4.235 1.749
H -3.971 2.575 3.000 0.198 0.376 -0.069
H -3.356 1.569 1.729 -0.195 -0.206 -0.074
H -5.033 2.173 1.683 0.012 -0.048 -0.114
H -3.882 4.562 1.481 0.276 0.057 0.167
H -3.899 3.624 0.058 -0.113 -0.440 -0.091
H -1.716 3.937 2.043 0.782 -0.209 -0.068
H -1.727 4.497 0.348 0.419 0.024 0.074
C 1.878 1.372 -5.927 0.038 -0.034 -0.509
C 0.835 2.416 -5.491 0.248 -0.369 1.123
C -0.395 1.845 -4.676 0.663 0.171 -0.470
C -0.061 1.281 -3.368 1.391 -1.496 2.958
N 0.229 0.856 -2.310 -0.833 1.189 -3.277
H 1.437 0.502 -6.412 -0.265 -0.162 0.321
H 2.574 1.049 -5.152 -0.406 -0.096 0.338
H 2.549 1.731 -6.708 -0.143 0.565 0.005
H 0.484 3.014 -6.331 -0.282 -0.290 0.038
H 1.296 3.120 -4.798 0.238 0.194 -0.152
H -0.898 1.072 -5.258 -0.269 0.038 0.120
H -1.075 2.655 -4.414 -0.252 0.041 -0.413

Entry 2:
7
Properties=species:S:1:pos:R:3:forces:R:3 method="wB97M-V/def2-TZVPD" total_energy_ev=-26489.3706 gap_ev=9.09 smiles="OC=S.Cl" fmax_ev_per_a=3.0 relative_energy_ev=0.6612 molar_mass_g_mol=98.6 total_charge=0
O -0.032 -0.262 -0.696 -2.383 0.635 -0.312
C -1.131 0.156 -0.065 -0.230 0.042 -0.121
S -2.524 -0.656 -0.062 0.149 0.124 0.083
H 0.688 0.372 -0.569 -0.493 0.118 -0.456
H -1.007 1.116 0.464 -0.047 -0.288 -0.153
Cl 2.278 -0.554 -0.076 2.944 -0.521 0.591
H 1.727 -0.173 1.005 0.060 -0.110 0.368

Entry 3:
51
Properties=species:S:1:pos:R:3:forces:R:3 method="wB97M-V/def2-TZVPD" total_energy_ev=-38506.2954 gap_ev=8.29 smiles="COc1ccc(CNC(=O)CCN2C(=S)NC(C)(C)C[C@@H]2C)cc1" fmax_ev_per_a=0.9 relative_energy_ev=0.8738 molar_mass_g_mol=349.5 total_charge=0
C -0.839 -2.957 -3.780 -0.134 -0.190 0.054
O -0.050 -1.826 -4.062 0.163 0.321 -0.033
C -0.317 -0.664 -3.404 0.048 0.134 0.014
C -1.301 -0.500 -2.436 0.029 -0.369 -0.153
C -1.471 0.731 -1.826 0.055 0.235 -0.113
C -0.679 1.817 -2.166 -0.184 0.082 0.077
C -0.828 3.129 -1.439 -0.050 -0.177 0.061
N 0.119 3.221 -0.340 0.066 0.283 -0.377
C -0.168 2.747 0.894 0.551 0.352 0.254
O -1.264 2.310 1.186 -0.387 -0.185 0.055
C 0.993 2.808 1.865 -0.045 -0.296 0.032
C 1.988 1.656 1.635 0.192 0.437 0.144
N 1.376 0.356 1.812 -0.341 -0.213 0.176
C 1.093 -0.026 3.078 0.157 -0.187 0.213
S 1.780 0.702 4.406 0.262 0.365 0.791
N 0.268 -1.069 3.292 -0.140 -0.150 -0.154
C -0.560 -1.679 2.272 -0.158 -0.260 -0.319
C -0.894 -3.103 2.716 0.190 0.256 -0.103
C -1.851 -0.877 2.068 0.266 -0.030 -0.016
C 0.308 -1.705 1.013 -0.109 0.284 0.260
C 0.830 -0.319 0.640 -0.098 -0.355 -0.504
C 1.899 -0.483 -0.447 -0.204 0.135 0.119
C 0.304 1.646 -3.137 -0.123 -0.120 0.008
C 0.484 0.426 -3.751 -0.005 -0.199 -0.050
H -0.463 -3.747 -4.428 -0.062 0.022 0.068
H -0.737 -3.269 -2.735 -0.019 0.024 -0.029
H -1.895 -2.777 -4.005 0.034 0.000 0.026
H -1.942 -1.320 -2.150 -0.050 -0.110 0.001
H -2.233 0.849 -1.070 -0.080 0.026 0.113
H -1.826 3.202 -1.000 0.100 0.087 -0.128
H -0.661 3.972 -2.113 -0.063 -0.043 0.060
H 1.066 3.481 -0.560 -0.040 0.001 0.130
H 0.601 2.728 2.880 0.031 0.054 -0.097
H 1.521 3.757 1.764 0.024 0.054 -0.001
H 2.790 1.748 2.373 -0.076 0.026 -0.240
H 2.419 1.714 0.637 -0.003 -0.063 0.003
H 0.049 -1.242 4.262 0.137 0.098 -0.053
H -1.482 -3.085 3.631 -0.101 -0.021 0.117
H -1.470 -3.612 1.948 -0.106 -0.051 -0.072
H 0.017 -3.668 2.902 0.091 -0.068 0.010
H -2.428 -1.297 1.248 -0.137 -0.082 -0.132
H -1.640 0.167 1.852 0.001 0.082 -0.030
H -2.456 -0.916 2.971 -0.083 -0.011 0.098
H -0.260 -2.103 0.172 -0.011 -0.005 -0.069
H 1.160 -2.363 1.198 0.023 -0.064 -0.020
H 0.005 0.277 0.229 0.093 -0.121 0.090
H 2.095 0.446 -0.976 0.052 0.061 -0.071
H 1.552 -1.202 -1.184 -0.037 -0.066 -0.108
H 2.826 -0.849 -0.011 0.106 -0.063 0.054
H 0.929 2.481 -3.420 0.079 0.100 -0.054
H 1.240 0.286 -4.506 0.096 -0.020 -0.103

Entry 4:
15
Properties=species:S:1:pos:R:3:forces:R:3 method="wB97M-V/def2-TZVPD" total_energy_ev=-9302.2156 gap_ev=10.17 fmax_ev_per_a=4.8 relative_energy_ev=4.1776 molar_mass_g_mol=100.1 total_charge=0
H -1.775 1.305 0.173 -1.541 -2.272 0.081
N -2.253 0.368 0.460 -0.555 3.065 0.245
C -1.572 -0.622 0.215 4.693 0.033 -1.002
C -0.044 -0.726 -0.664 -2.737 -2.553 -1.317
O 0.611 -1.848 -0.134 0.095 0.298 0.424
C 0.972 0.392 -1.017 -1.274 0.303 1.539
C 0.634 0.979 0.297 0.768 3.209 0.913
N 1.257 0.662 1.361 -0.141 -0.505 -0.217
H 0.806 0.964 2.222 -0.018 0.320 -0.224
H -1.658 -1.588 0.703 -0.657 -0.365 -0.426
H -0.490 -1.070 -1.603 0.140 -0.201 -0.087
H 1.084 -1.543 0.660 -0.001 -0.017 -0.047
H 1.978 -0.017 -1.080 -0.164 -0.046 -0.048
H 0.674 0.990 -1.874 0.005 -0.053 0.076
H -0.224 1.753 0.282 1.387 -1.216 0.090

Entry 5:
97
Properties=species:S:1:pos:R:3:forces:R:3 method="wB97M-V/def2-TZVPD" total_energy_ev=-95555.1753 gap_ev=5.01 fmax_ev_per_a=2.8 relative_energy_ev=0.0000 molar_mass_g_mol=784.5 total_charge=-1
C 1.359 -1.452 -5.110 0.181 -0.076 0.240
C -0.049 -1.453 -4.585 -1.885 0.386 -0.513
H 1.399 -1.697 -6.177 0.002 0.066 0.087
H 1.974 -2.174 -4.548 -0.189 0.218 -0.243
H 1.806 -0.461 -4.943 -0.062 -0.216 -0.079
C -1.039 -2.203 -5.100 0.299 0.650 0.383
C -0.832 -3.208 -6.170 0.038 -0.505 -0.480
H -2.061 -2.101 -4.722 0.400 0.037 -0.110
H 0.102 -3.779 -6.029 -0.278 0.166 -0.150
H -0.805 -2.725 -7.159 0.075 -0.270 -0.014
H -1.665 -3.919 -6.172 0.133 -0.056 -0.150
Ba 1.492 -0.563 0.981 -1.431 -0.192 -0.829
Cl 1.115 1.909 -0.882 0.347 0.073 0.389
Cl 2.742 -2.959 2.160 0.113 0.056 0.232
H 2.967 2.962 5.768 -0.041 -0.115 -0.029
H 4.195 4.574 4.334 0.066 -0.119 -0.186
C 3.195 2.131 5.095 -0.018 -0.047 -0.041
C 4.510 3.721 3.719 -0.042 -0.042 -0.182
N 3.507 2.672 3.778 0.402 0.248 0.594
H 2.340 1.454 5.021 0.236 0.201 -0.024
C 2.936 2.196 2.684 -1.570 -1.436 -0.407
O 2.072 1.281 2.708 1.502 1.551 0.172
H 4.611 4.032 2.672 0.089 0.056 0.321
H 3.255 2.658 1.732 -0.146 -0.111 0.229
H 4.060 1.586 5.493 -0.152 0.063 -0.082
H 5.479 3.360 4.092 -0.218 0.051 -0.115
H 1.013 -3.388 -1.493 -0.222 -0.070 0.084
H -1.682 -4.912 -2.078 0.110 -0.065 0.264
C 0.774 -4.105 -0.693 0.180 0.290 -0.106
C -1.494 -5.131 -1.015 -0.012 0.364 0.014
N -0.664 -4.098 -0.406 -0.196 -0.127 0.351
H 1.348 -3.853 0.213 -0.293 -0.123 -0.270
C -1.240 -3.176 0.374 1.005 1.112 -0.011
O -0.678 -2.150 0.827 -0.765 -1.733 -0.339
H -2.449 -5.144 -0.479 0.089 -0.183 -0.215
H -2.308 -3.399 0.580 0.323 0.264 -0.015
H 1.038 -5.120 -1.016 -0.025 0.223 0.116
H -1.003 -6.106 -0.934 -0.116 0.141 0.052
O 0.537 -1.509 -2.578 0.260 -0.875 2.673
C -0.224 -0.669 -3.280 0.509 -0.285 -1.208
C -2.520 -1.443 -2.453 -0.133 0.350 0.067
C -1.644 -0.401 -2.769 0.645 -0.396 -0.480
H -2.157 -2.476 -2.494 -0.085 0.425 0.081
C -3.850 -1.146 -2.152 -0.041 -0.416 -0.027
H 0.249 0.321 -3.447 -0.097 0.340 0.219
C -2.065 0.921 -2.683 -0.276 0.116 0.023
H -4.544 -1.968 -1.926 0.213 0.411 -0.095
C -4.304 0.171 -2.178 -0.012 0.356 0.090
C -3.400 1.216 -2.417 -0.124 -0.366 -0.009
H -1.321 1.708 -2.832 -0.282 -0.204 -0.048
H -5.360 0.394 -1.987 0.340 -0.086 -0.042
H -3.737 2.251 -2.427 -0.018 -0.145 0.088
Si 4.861 -0.394 -1.147 -1.204 -0.723 0.140
Cl 2.900 -1.147 -1.567 1.623 0.442 -0.531
C 5.348 -1.317 0.409 0.324 0.063 -0.122
C 4.753 1.448 -0.842 0.256 0.186 -0.037
C 5.965 -0.819 -2.593 0.151 0.007 -0.078
H 4.859 -0.907 1.308 0.181 -0.185 -0.261
H 6.439 -1.228 0.529 -0.187 -0.067 0.181
H 5.071 -2.381 0.345 0.099 0.391 0.066
H 5.901 -1.888 -2.847 0.017 0.363 0.103
H 7.003 -0.585 -2.304 -0.188 -0.090 -0.159
H 5.716 -0.226 -3.487 0.021 -0.206 0.286
H 3.717 1.832 -0.802 0.288 -0.231 -0.102
H 5.294 1.965 -1.652 -0.229 0.009 0.291
H 5.266 1.671 0.109 -0.093 0.040 -0.243
C -3.872 -0.773 1.345 -0.081 -0.141 -0.137
C -3.719 0.757 1.292 0.104 0.254 0.044
C -4.708 1.426 2.248 -0.493 -0.016 -0.218
P -1.929 1.217 1.463 1.058 -1.309 -0.467
C -1.661 2.947 0.835 -0.100 -0.062 -0.128
C -2.921 3.751 0.535 0.070 0.360 0.036
C -0.664 3.754 1.674 -0.031 0.053 -0.165
C -1.500 1.130 3.274 -0.281 0.478 -0.349
C -2.264 2.102 4.169 0.188 0.074 0.777
C -1.573 -0.315 3.802 0.217 0.084 0.198
H -3.806 -1.157 2.375 -0.011 0.151 -0.271
H -3.110 -1.281 0.742 -0.173 0.274 0.148
H -4.858 -1.054 0.945 0.156 0.043 0.125
H -3.956 1.069 0.257 0.144 -0.147 0.412
H -4.674 0.973 3.250 -0.003 0.161 -0.317
H -4.558 2.509 2.329 0.001 -0.318 0.087
H -5.723 1.272 1.848 0.079 0.020 0.216
H -1.137 2.721 -0.117 -0.307 0.177 0.411
H -3.439 4.045 1.456 0.010 -0.024 -0.161
H -2.630 4.677 0.020 -0.088 -0.072 0.020
H -3.622 3.221 -0.120 0.108 0.036 0.174
H 0.278 3.211 1.800 -0.165 0.033 -0.018
H -0.432 4.681 1.131 0.012 -0.134 0.118
H -1.071 4.025 2.654 0.139 0.000 -0.150
H -0.435 1.430 3.278 -0.356 -0.082 -0.054
H -3.226 1.690 4.495 0.234 0.123 -0.109
H -1.665 2.276 5.076 -0.200 0.087 0.039
H -2.442 3.080 3.707 -0.022 -0.319 0.068
H -1.227 -1.062 3.073 -0.130 0.255 0.107
H -0.933 -0.396 4.694 -0.175 -0.062 -0.106
H -2.593 -0.581 4.110 0.207 0.074 -0.135